Entry from the Open Molecules 2025 dataset: a molecular structure, C43H39IrN7O2P2S3Te at a distorted geometry (the ωB97M-V functional and the def2-TZVPD basis).

Values from the calculation:
* HOMO (alpha / beta): -12.27 / -12.27 eV
* energy above the lowest of the compared OMol25 structures with the same formula, charge and spin: 5.9199 eV
* frontier orbital gap (alpha / beta): 5.3 / 4.9 eV

Structure (ORCA input):
```
! RIJCOSX wB97M-V def2-TZVPD def2/J DEFGRID3
* xyz 2 2
Ir -0.17909 -0.15797 1.20039
O 3.79530 -0.92376 3.42975
C 3.57588 -0.07142 4.46655
C 4.53253 -0.04398 5.47420
C 4.38296 0.80444 6.54988
C 3.27829 1.64949 6.64276
C 2.32320 1.62440 5.65498
C 2.44618 0.76108 4.55633
C 1.38965 0.72853 3.52728
O 1.55898 -0.00926 2.45623
N 0.32175 1.41641 3.71955
N -0.59395 1.37831 2.69164
C -1.69940 1.98676 2.98005
S -1.92526 2.59359 4.59186
C -3.42851 3.53142 4.19333
C -4.18745 2.79825 3.10957
S -2.98384 2.27524 1.85213
H 3.05774 -0.83086 2.81027
H 5.39344 -0.69422 5.38281
H 5.13505 0.81759 7.32897
H 3.17293 2.32096 7.48435
H 1.46022 2.27401 5.70618
H -3.12484 4.52648 3.87504
H -4.01626 3.60790 5.10681
H -4.91451 3.43807 2.61240
H -4.68541 1.90908 3.48983
Te 1.64597 2.25930 -2.10352
C 1.19214 2.61477 -4.14032
C 1.77813 1.79154 -5.09091
C 1.58224 2.10146 -6.43243
N 0.86662 3.14953 -6.83746
C 0.33556 3.94645 -5.91201
C 0.47754 3.72775 -4.54575
C 0.51067 0.45282 -1.74613
P 1.46915 -0.47920 -0.51300
C 3.22333 -0.25313 -0.91962
C 4.17627 0.05080 0.04247
C 5.51022 0.16288 -0.33365
C 5.87738 -0.04147 -1.65212
C 4.91676 -0.38136 -2.60558
C 3.58785 -0.48296 -2.24591
C 1.43173 -2.29169 -0.68092
C 1.19048 -2.95348 -1.88342
C 1.29223 -4.33886 -1.93479
C 1.66200 -5.05512 -0.80150
C 1.90447 -4.39343 0.39795
C 1.77403 -3.01348 0.46509
P -1.01871 0.90518 -0.84964
C -1.62443 2.44402 -1.61704
C -1.76754 3.62421 -0.88939
C -2.32078 4.74601 -1.48762
C -2.74296 4.69149 -2.80851
C -2.57431 3.52377 -3.54090
C -2.00347 2.40519 -2.95643
C -2.47797 -0.17668 -1.15648
C -2.85673 -0.61185 -2.42820
C -4.05630 -1.28618 -2.61283
C -4.89376 -1.53802 -1.53456
C -4.50864 -1.14883 -0.25664
C -3.30964 -0.47435 -0.07109
H 2.39406 0.94672 -4.80866
H 2.02830 1.49040 -7.20918
H -0.22389 4.80145 -6.27617
H 0.05099 4.42246 -3.83412
H 3.88510 0.20788 1.07500
H 6.25784 0.40812 0.40944
H 6.91434 0.05757 -1.94596
H 5.21147 -0.57548 -3.62881
H 2.83903 -0.74300 -2.98536
H 0.91569 -2.39019 -2.76975
H 1.09144 -4.85762 -2.86383
H 1.77001 -6.13118 -0.86058
H 2.20232 -4.95249 1.27609
H 1.93138 -2.49446 1.40600
H -1.43786 3.66854 0.13623
H -2.42600 5.66092 -0.91783
H -3.18555 5.56365 -3.27244
H -2.88156 3.48247 -4.57813
H -1.84892 1.52032 -3.55747
H -2.20467 -0.45629 -3.27924
H -4.34250 -1.61046 -3.60558
H -5.84534 -2.03125 -1.69097
H -5.14436 -1.36287 0.59338
H -3.01215 -0.18381 0.92668
C -2.73564 -5.31540 -0.31784
C -2.48121 -4.59633 0.95170
N -2.87222 -4.94270 2.13259
N -2.39010 -3.96307 2.95909
C -1.71802 -3.01716 2.31520
S -1.00015 -1.64178 3.00100
N -1.75852 -3.41235 1.03315
N -1.14681 -2.69095 0.01815
H -3.29495 -6.22189 -0.10270
H -1.79687 -5.58525 -0.80528
H -3.32030 -4.69657 -1.00240
H -2.55910 -4.01208 3.95180
H -1.81953 -2.49686 -0.71656
H -0.38089 -3.23658 -0.36695
*
```

***

Entry from the Open Molecules 2025 dataset: a molecular structure, C43H40AlF5N4OS3Te (the ωB97M-V functional and the def2-TZVPD basis).

Values from the calculation:
* HOMO (alpha / beta): -9.63 / -9.79 eV
* frontier orbital gap (alpha / beta): 7.0 / 6.1 eV

Structure (ORCA input):
```
! RIJCOSX wB97M-V def2-TZVPD def2/J DEFGRID3
* xyz 1 2
Al -0.20313 -0.37689 -0.14733
F 1.02445 3.44116 -5.47770
C 1.21515 2.51567 -4.54384
C 0.22046 2.23987 -3.62587
F -0.94755 2.88402 -3.66922
C 0.45627 1.27777 -2.67069
F -0.56482 0.99150 -1.79098
C 1.61784 0.53385 -2.57065
S 1.78377 -0.76207 -1.41092
C 2.60125 0.84796 -3.50510
F 3.75444 0.18320 -3.49428
C 2.40948 1.81741 -4.47478
F 3.36838 2.07942 -5.35366
C -2.98388 -4.34365 -4.42622
C -2.33004 -3.39624 -3.46844
C -1.33568 -3.81451 -2.58957
C -0.77015 -2.91438 -1.71103
N -1.14810 -1.63135 -1.63349
C -2.09507 -1.21932 -2.48895
C -2.69385 -2.05348 -3.40829
H -2.36167 -5.21795 -4.60682
H -3.19683 -3.85811 -5.37758
H -3.93493 -4.69024 -4.01610
H -0.98883 -4.83934 -2.59977
H 0.02982 -3.21831 -1.05251
H -2.38137 -0.17805 -2.43099
H -3.43971 -1.65300 -4.08239
S 1.49173 -3.41615 2.69519
C -0.22582 -3.13412 3.24267
C -0.75734 -2.05907 2.26987
N 0.09393 -1.91860 1.09258
C 1.22798 -2.49846 1.27475
H -0.72743 -4.09701 3.30234
H -1.79160 -2.22344 1.97817
H 2.02783 -2.42441 0.54455
C 5.80278 6.56224 -3.22613
C 4.81704 5.75692 -2.42650
C 3.48042 6.11927 -2.35643
C 2.56279 5.40307 -1.59287
C 1.13455 5.87940 -1.57880
C 2.99744 4.28129 -0.87485
Te 1.86875 3.14613 0.56545
N 0.34105 0.95254 1.00214
C 0.60329 1.11376 2.29342
O 1.02313 2.18839 2.78690
C 0.54650 -0.02452 3.29658
C 1.51072 -0.05977 4.22014
C 1.57550 -1.04648 5.30155
C 0.67335 -2.01379 5.41314
C -0.42580 -2.13563 4.40961
C -0.61120 -0.97699 3.37549
C 0.84391 4.79031 1.43213
C 1.59650 5.57129 2.31798
C 3.06252 5.32548 2.57325
C 0.96318 6.61063 2.98980
C -0.38794 6.87764 2.82233
C -1.07078 7.97903 3.58749
C -1.10705 6.07747 1.94615
C -0.51711 5.03043 1.24623
C -1.39670 4.23518 0.31503
C 4.34140 3.86968 -0.97370
C 4.88518 2.64466 -0.26771
C 5.22368 4.62266 -1.73451
H 5.29616 7.26203 -3.88918
H 6.44369 5.91603 -3.82702
H 6.45076 7.13753 -2.56173
H 3.13423 6.97902 -2.92062
H 0.86245 6.31446 -2.54130
H 0.98441 6.64286 -0.81213
H 0.45703 5.05651 -1.36672
H 2.27579 0.70470 4.18305
H 2.38120 -0.95855 6.01928
H 0.71519 -2.75039 6.20724
H -1.36805 -2.36803 4.90860
H -1.52740 -0.39600 3.50735
H 3.23182 4.29148 2.88104
H 3.42510 5.97581 3.36756
H 3.65817 5.51666 1.67653
H 1.54370 7.21871 3.67484
H -0.35134 8.60072 4.11826
H -1.76073 7.56042 4.32270
H -1.65122 8.61753 2.92041
H -2.16572 6.27027 1.80008
H -2.35835 4.02933 0.78846
H -0.93781 3.28708 0.03583
H -1.60762 4.80047 -0.59575
H 4.18495 1.81085 -0.26318
H 5.13556 2.87108 0.77181
H 5.79328 2.30579 -0.76092
H 6.25964 4.30550 -1.79951
S -4.57958 -0.33858 1.18710
C -3.76490 1.08495 1.67344
C -2.51070 1.09462 1.16852
N -2.19474 -0.00449 0.39223
C -3.21389 -0.83289 0.32797
H -4.24208 1.82496 2.29407
H -1.76440 1.85253 1.33133
H -3.20194 -1.76138 -0.22167
*
```

***

Looking at M for the records above, in order, we have 1163.80 974.59 g/mol.
Looking at E for the records above, in order, we have -4444.74422 -4161.02587 hartree.